This record from the Open Molecules 2025 dataset describes a cluster of 16 separate species, C80H204N12O32 in total at a distorted geometry. The level of theory is ωB97M-V with the def2-TZVPD basis set.

Results
energy relative to the best compared isomer or geometry (same formula, charge and spin): 23.4 kcal/mol
HOMO-LUMO gap: 8.634 eV
molecular weight: 1846.6 g mol⁻¹

Last columns: bonded neighbours and bond lengths (Å).
Positions of all 328 atoms, in Å:
1 C 4.844 1.267 -4.030  C2 1.509, O4 1.412, H5 1.075, H6 1.104
2 C 3.735 0.916 -3.070  C1 1.509, O3 1.466, H7 1.130, H8 1.118
3 O 4.351 0.065 -2.048  C2 1.466, H9 1.002
4 O 5.889 1.876 -3.300  C1 1.412, H10 0.978
5 H 4.460 1.947 -4.769  C1 1.075
6 H 5.205 0.359 -4.544  C1 1.104
7 H 3.017 0.190 -3.553  C2 1.130
8 H 3.232 1.803 -2.611  C2 1.118
9 H 3.834 -0.002 -1.192  O3 1.002
10 H 6.002 1.347 -2.486  O4 0.978
11 C 1.556 6.258 2.264  C12 1.481, O14 1.414, H15 1.146, H16 1.071
12 C 2.339 5.740 1.119  C11 1.481, O13 1.404, H17 1.116, H18 1.100
13 O 1.590 4.877 0.304  C12 1.404, H19 0.952
14 O 1.026 5.221 3.066  C11 1.414, H20 0.949
15 H 0.685 6.913 1.912  C11 1.146
16 H 2.130 6.969 2.822  C11 1.071
17 H 3.022 5.042 1.658  C12 1.116
18 H 2.825 6.531 0.527  C12 1.100
19 H 1.533 4.013 0.698  O13 0.952
20 H 0.093 5.125 2.922  O14 0.949
21 C 6.025 2.794 0.050  C22 1.459, O24 1.477, H25 1.065, H26 1.086
22 C 4.613 3.164 0.041  C21 1.459, O23 1.436, H27 1.113, H28 1.030
23 O 3.868 2.472 1.055  C22 1.436, H29 0.956
24 O 6.543 3.433 1.277  C21 1.477, H30 0.952
25 H 6.464 3.281 -0.789  C21 1.065
26 H 6.276 1.741 -0.020  C21 1.086
27 H 4.104 2.896 -0.912  C22 1.113
28 H 4.506 4.186 0.097  C22 1.030
29 H 3.842 3.006 1.848  O23 0.956
30 H 7.226 2.895 1.665  O24 0.952
31 C 6.194 -3.044 0.309  C32 1.526, O34 1.453, H35 1.100, H36 1.034
32 C 4.786 -2.627 0.723  C31 1.526, O33 1.425, H37 1.119, H38 1.139
33 O 4.575 -1.249 0.425  C32 1.425, H39 0.972
34 O 6.500 -2.691 -1.067  C31 1.453, H40 0.989
35 H 6.411 -4.109 0.480  C31 1.100
36 H 6.752 -2.466 0.958  C31 1.034
37 H 4.736 -2.843 1.820  C32 1.119
38 H 3.981 -3.252 0.215  C32 1.139
39 H 4.215 -0.756 1.182  O33 0.972
40 H 5.932 -1.885 -1.136  O34 0.989
41 C -5.418 0.851 -7.253  O42 1.389, H50 1.093, H51 1.054, H52 1.110
42 O -4.862 -0.276 -6.659  C41 1.389, C43 1.352
43 C -3.552 -0.046 -6.416  O42 1.352, C44 1.532, H53 1.160, H54 1.104
44 C -2.859 -1.288 -5.847  C43 1.532, N45 1.477, H55 1.144, H56 1.061
45 N -3.550 -1.773 -4.634  C44 1.477, C46 1.442, H57 1.030
46 C -3.204 -3.126 -4.272  N45 1.442, C47 1.526, H58 1.116, H59 1.134
47 C -2.465 -3.197 -2.939  C46 1.526, O48 1.381, H60 1.114, H61 1.082
48 O -2.171 -4.513 -2.641  C47 1.381, C49 1.455
49 C -1.804 -4.776 -1.258  O48 1.455, H62 1.111, H63 1.077, H64 1.085
50 H -5.083 1.016 -8.280  C41 1.093
51 H -5.217 1.723 -6.697  C41 1.054
52 H -6.509 0.655 -7.299  C41 1.110
53 H -3.480 0.795 -5.621  C43 1.160
54 H -2.947 0.366 -7.243  C43 1.104
55 H -1.772 -1.006 -5.627  C44 1.144
56 H -2.900 -1.942 -6.682  C44 1.061
57 H -4.559 -1.685 -4.820  N45 1.030
58 H -2.604 -3.615 -5.076  C46 1.116
59 H -4.063 -3.865 -4.241  C46 1.134
60 H -3.173 -2.707 -2.233  C47 1.114
61 H -1.498 -2.716 -2.987  C47 1.082
62 H -1.381 -5.798 -1.161  C49 1.111
63 H -2.589 -4.647 -0.533  C49 1.077
64 H -1.027 -4.101 -0.911  C49 1.085
65 C 3.888 -6.300 -2.876  O66 1.432, H74 1.097, H75 1.117, H76 1.093
66 O 2.543 -6.671 -3.196  C65 1.432, C67 1.450
67 C 1.443 -5.770 -2.915  O66 1.450, C68 1.500, H77 1.108, H78 1.127
68 C 1.233 -4.887 -4.111  C67 1.500, N69 1.462, H79 1.116, H80 1.133
69 N 0.117 -5.106 -5.029  C68 1.462, C70 1.524, H81 1.034
70 C 0.264 -6.330 -5.926  N69 1.524, C71 1.540, H82 1.108, H83 1.141
71 C -0.802 -6.166 -7.026  C70 1.540, O72 1.401, H84 1.123, H85 1.160
72 O -2.062 -6.013 -6.434  C71 1.401, C73 1.377
73 C -2.934 -5.147 -7.053  O72 1.377, H86 1.073, H87 1.097, H88 1.074
74 H 4.455 -6.069 -3.786  C65 1.097
75 H 4.438 -7.142 -2.390  C65 1.117
76 H 3.911 -5.385 -2.278  C65 1.093
77 H 1.718 -5.134 -2.051  C67 1.108
78 H 0.587 -6.430 -2.596  C67 1.127
79 H 2.200 -4.850 -4.667  C68 1.116
80 H 1.150 -3.863 -3.633  C68 1.133
81 H -0.728 -5.193 -4.440  N69 1.034
82 H 0.029 -7.230 -5.325  C70 1.108
83 H 1.282 -6.369 -6.441  C70 1.141
84 H -0.684 -7.070 -7.682  C71 1.123
85 H -0.532 -5.233 -7.661  C71 1.160
86 H -3.863 -5.038 -6.526  C73 1.073
87 H -3.233 -5.464 -8.060  C73 1.097
88 H -2.522 -4.166 -7.199  C73 1.074
89 C -9.355 -2.911 6.691  O90 1.406, H98 1.087, H99 1.114, H100 1.075
90 O -8.545 -2.151 7.554  C89 1.406, C91 1.421
91 C -8.404 -0.799 7.143  O90 1.421, C92 1.561, H101 1.076, H102 1.171
92 C -7.504 -0.501 5.903  C91 1.561, N93 1.431, H103 1.055, H104 1.116
93 N -6.114 -0.784 6.097  C92 1.431, C94 1.511, H105 0.965
94 C -5.683 -2.149 5.613  N93 1.511, C95 1.586, H106 1.080, H107 1.109
95 C -4.119 -2.163 5.352  C94 1.586, O96 1.475, H108 1.041, H109 1.156
96 O -3.851 -1.569 4.028  C95 1.475, C97 1.458
97 C -2.412 -1.379 3.894  O96 1.458, H110 1.062, H111 1.067, H112 1.100
98 H -10.102 -2.254 6.252  C89 1.087
99 H -9.824 -3.797 7.177  C89 1.114
100 H -8.748 -3.351 5.920  C89 1.075
101 H -7.987 -0.357 8.031  C91 1.076
102 H -9.437 -0.284 6.949  C91 1.171
103 H -7.595 0.535 5.730  C92 1.055
104 H -7.904 -0.892 4.937  C92 1.116
105 H -5.632 -0.151 5.550  N93 0.965
106 H -6.169 -2.351 4.671  C94 1.080
107 H -5.869 -2.997 6.302  C94 1.109
108 H -3.869 -3.171 5.291  C95 1.041
109 H -3.549 -1.642 6.212  C95 1.156
110 H -2.274 -0.641 3.144  C97 1.062
111 H -2.007 -2.306 3.557  C97 1.067
112 H -1.864 -1.034 4.784  C97 1.100
113 C 3.223 -3.357 4.927  O114 1.405, H122 1.100, H123 1.055, H124 1.142
114 O 3.163 -2.301 4.002  C113 1.405, C115 1.455
115 C 1.800 -1.905 3.682  O114 1.455, C116 1.604, H125 1.053, H126 1.114
116 C 1.378 -2.433 2.227  C115 1.604, N117 1.439, H127 1.120, H128 1.114
117 N 1.745 -3.823 2.186  C116 1.439, C118 1.408, H129 1.028
118 C 1.511 -4.582 1.023  N117 1.408, C119 1.502, H130 1.126, H131 1.114
119 C 2.198 -5.913 1.118  C118 1.502, O120 1.402, H132 1.047, H133 1.150
120 O 3.585 -5.840 0.934  C119 1.402, C121 1.376
121 C 4.217 -7.026 1.228  O120 1.376, H134 1.115, H135 1.090, H136 1.113
122 H 2.989 -4.303 4.416  C113 1.100
123 H 2.543 -3.237 5.724  C113 1.055
124 H 4.267 -3.425 5.384  C113 1.142
125 H 1.799 -0.857 3.786  C115 1.053
126 H 1.134 -2.362 4.448  C115 1.114
127 H 1.826 -1.653 1.560  C116 1.120
128 H 0.288 -2.331 2.021  C116 1.114
129 H 2.729 -3.978 2.441  N117 1.028
130 H 1.789 -4.149 0.021  C118 1.126
131 H 0.431 -4.753 0.810  C118 1.114
132 H 1.765 -6.608 0.466  C119 1.047
133 H 1.977 -6.329 2.167  C119 1.150
134 H 4.206 -7.313 2.306  C121 1.115
135 H 5.275 -6.891 1.003  C121 1.090
136 H 3.818 -7.826 0.565  C121 1.113
137 C -4.864 -1.684 0.472  O138 1.404, H146 1.099, H147 1.112, H148 1.102
138 O -5.282 -0.349 0.353  C137 1.404, C139 1.426
139 C -4.431 0.543 1.071  O138 1.426, C140 1.495, H149 1.128, H150 1.101
140 C -5.189 1.142 2.212  C139 1.495, N141 1.444, H151 1.119, H152 1.135
141 N -4.419 1.831 3.221  C140 1.444, C142 1.443, H153 1.000
142 C -5.122 2.823 3.998  N141 1.443, C143 1.528, H154 1.092, H155 1.126
143 C -4.453 3.139 5.335  C142 1.528, O144 1.428, H156 1.067, H157 1.095
144 O -4.495 1.850 5.949  C143 1.428, C145 1.399
145 C -3.724 1.654 7.100  O144 1.399, H158 1.100, H159 1.133, H160 1.088
146 H -5.687 -2.358 0.194  C137 1.099
147 H -4.491 -1.947 1.486  C137 1.112
148 H -4.051 -1.860 -0.250  C137 1.102
149 H -4.093 1.363 0.374  C139 1.128
150 H -3.621 -0.115 1.423  C139 1.101
151 H -5.645 0.206 2.624  C140 1.119
152 H -5.953 1.859 1.776  C140 1.135
153 H -4.185 1.088 3.848  N141 1.000
154 H -6.169 2.538 4.118  C142 1.092
155 H -5.218 3.731 3.339  C142 1.126
156 H -5.024 3.819 5.926  C143 1.067
157 H -3.436 3.485 5.125  C143 1.095
158 H -3.356 0.624 7.212  C145 1.100
159 H -4.295 1.845 8.060  C145 1.133
160 H -2.874 2.332 7.134  C145 1.088
161 C -7.518 -1.252 -4.152  O162 1.438, H170 1.121, H171 1.109, H172 1.063
162 O -6.455 -0.516 -3.522  C161 1.438, C163 1.454
163 C -6.547 0.934 -3.564  O162 1.454, C164 1.531, H173 1.105, H174 1.067
164 C -5.391 1.586 -2.800  C163 1.531, N165 1.456, H175 1.113, H176 1.101
165 N -4.149 1.093 -3.379  C164 1.456, C166 1.473, H177 1.021
166 C -2.933 1.682 -2.792  N165 1.473, C167 1.530, H178 1.135, H179 1.109
167 C -2.769 3.026 -3.505  C166 1.530, O168 1.409, H180 1.113, H181 1.121
168 O -1.794 3.791 -2.836  C167 1.409, C169 1.379
169 C -1.384 4.905 -3.538  O168 1.379, H182 1.112, H183 1.133, H184 1.061
170 H -7.999 -1.909 -3.381  C161 1.121
171 H -7.012 -1.810 -4.966  C161 1.109
172 H -8.292 -0.671 -4.590  C161 1.063
173 H -7.563 1.099 -3.161  C163 1.105
174 H -6.589 1.302 -4.565  C163 1.067
175 H -5.422 1.238 -1.743  C164 1.113
176 H -5.478 2.680 -2.893  C164 1.101
177 H -4.223 0.081 -3.492  N165 1.021
178 H -2.094 0.921 -2.852  C166 1.135
179 H -3.099 1.838 -1.707  C166 1.109
180 H -3.674 3.673 -3.544  C167 1.113
181 H -2.460 2.801 -4.559  C167 1.121
182 H -0.554 5.423 -3.009  C169 1.112
183 H -2.200 5.692 -3.546  C169 1.133
184 H -1.072 4.668 -4.524  C169 1.061
185 C 0.227 0.989 -5.595  O186 1.448, H194 1.101, H195 1.107, H196 1.071
186 O 1.243 -0.010 -5.852  C185 1.448, C187 1.393
187 C 0.678 -1.251 -6.138  O186 1.393, C188 1.517, H197 1.083, H198 1.107
188 C 1.730 -2.227 -6.629  C187 1.517, N189 1.466, H199 1.099, H200 1.042
189 N 3.007 -2.104 -5.919  C188 1.466, C190 1.456, H201 0.997
190 C 3.961 -3.172 -6.184  N189 1.456, C191 1.544, H202 1.097, H203 1.087
191 C 5.096 -3.168 -5.137  C190 1.544, O192 1.376, H204 1.099, H205 1.124
192 O 5.767 -2.020 -5.490  C191 1.376, C193 1.403
193 C 6.796 -1.661 -4.607  O192 1.403, H206 1.222, H207 1.110, H208 1.087
194 H 0.786 1.936 -5.556  C185 1.101
195 H -0.288 0.920 -4.618  C185 1.107
196 H -0.461 0.908 -6.412  C185 1.071
197 H -0.103 -1.220 -6.888  C187 1.083
198 H 0.143 -1.610 -5.237  C187 1.107
199 H 1.670 -2.102 -7.719  C188 1.099
200 H 1.396 -3.211 -6.548  C188 1.042
201 H 3.440 -1.242 -6.174  N189 0.997
202 H 4.372 -3.118 -7.199  C190 1.097
203 H 3.464 -4.123 -6.010  C190 1.087
204 H 5.753 -4.045 -5.227  C191 1.099
205 H 4.722 -3.092 -4.079  C191 1.124
206 H 7.435 -0.690 -4.981  C193 1.222
207 H 7.470 -2.517 -4.392  C193 1.110
208 H 6.526 -1.300 -3.618  C193 1.087
209 C 8.668 0.459 0.899  O210 1.413, H218 1.043, H219 1.096, H220 1.108
210 O 8.018 0.936 2.059  C209 1.413, C211 1.388
211 C 7.387 -0.090 2.750  O210 1.388, C212 1.535, H221 1.082, H222 1.078
212 C 6.291 0.517 3.637  C211 1.535, N213 1.471, H223 1.133, H224 1.127
213 N 5.022 0.699 2.915  C212 1.471, C214 1.450, H225 1.018
214 C 3.892 1.170 3.693  N213 1.450, C215 1.572, H226 1.091, H227 1.100
215 C 3.982 2.496 4.533  C214 1.572, O216 1.385, H228 1.122, H229 1.080
216 O 4.324 3.523 3.669  C215 1.385, C217 1.385
217 C 5.000 4.536 4.329  O216 1.385, H230 1.075, H231 1.077, H232 1.070
218 H 9.378 1.184 0.656  C209 1.043
219 H 8.010 0.391 0.026  C209 1.096
220 H 9.288 -0.456 0.984  C209 1.108
221 H 8.094 -0.642 3.355  C211 1.082
222 H 6.776 -0.745 2.150  C211 1.078
223 H 6.732 1.487 4.023  C212 1.133
224 H 6.121 -0.234 4.460  C212 1.127
225 H 5.119 1.377 2.162  N213 1.018
226 H 3.602 0.438 4.448  C214 1.091
227 H 3.089 1.344 2.961  C214 1.100
228 H 4.766 2.399 5.329  C215 1.122
229 H 3.050 2.650 5.056  C215 1.080
230 H 5.968 4.167 4.615  C217 1.075
231 H 4.540 4.791 5.268  C217 1.077
232 H 5.077 5.310 3.595  C217 1.070
233 C -4.571 -5.241 2.375  O234 1.425, H242 1.138, H243 1.111, H244 1.030
234 O -3.363 -4.724 2.928  C233 1.425, C235 1.442
235 C -2.246 -5.420 2.338  O234 1.442, C236 1.520, H245 1.136, H246 1.118
236 C -1.262 -5.895 3.395  C235 1.520, N237 1.473, H247 1.066, H248 1.060
237 N -0.652 -4.819 4.196  C236 1.473, C238 1.459, H249 0.986
238 C -1.210 -4.697 5.538  N237 1.459, C239 1.468, H250 1.093, H251 1.074
239 C -0.659 -3.537 6.249  C238 1.468, O240 1.472, H252 1.055, H253 1.087
240 O -1.496 -3.138 7.392  C239 1.472, C241 1.386
241 C -1.074 -1.936 7.938  O240 1.386, H254 1.126, H255 1.031, H256 1.086
242 H -4.809 -4.847 1.335  C233 1.138
243 H -5.426 -4.860 2.973  C233 1.111
244 H -4.544 -6.264 2.261  C233 1.030
245 H -1.707 -4.742 1.602  C235 1.136
246 H -2.561 -6.351 1.804  C235 1.118
247 H -0.456 -6.448 2.969  C236 1.066
248 H -1.711 -6.612 4.034  C236 1.060
249 H 0.315 -5.005 4.232  N237 0.986
250 H -1.058 -5.575 6.171  C238 1.093
251 H -2.272 -4.594 5.417  C238 1.074
252 H -0.591 -2.706 5.603  C239 1.055
253 H 0.390 -3.709 6.472  C239 1.087
254 H -0.052 -2.055 8.396  C241 1.126
255 H -1.799 -1.770 8.651  C241 1.031
256 H -1.080 -1.096 7.249  C241 1.086
257 C 2.093 4.476 -6.763  O258 1.408, H266 1.083, H267 1.070, H268 1.115
258 O 2.582 5.261 -5.701  C257 1.408, C259 1.435
259 C 2.285 4.681 -4.422  O258 1.435, C260 1.584, H269 1.144, H270 1.079
260 C 2.954 5.579 -3.302  C259 1.584, N261 1.492, H271 1.051, H272 1.084
261 N 4.394 5.241 -3.111  C260 1.492, C262 1.447, H273 1.001
262 C 5.328 5.541 -4.174  N261 1.447, C263 1.491, H274 1.111, H275 1.085
263 C 6.663 5.115 -3.664  C262 1.491, O264 1.409, H276 1.131, H277 1.105
264 O 7.093 5.970 -2.631  C263 1.409, C265 1.400
265 C 8.092 5.347 -1.873  O264 1.400, H278 1.066, H279 1.050, H280 1.124
266 H 2.160 3.417 -6.547  C257 1.083
267 H 2.655 4.729 -7.639  C257 1.070
268 H 0.990 4.543 -6.909  C257 1.115
269 H 2.830 3.688 -4.262  C259 1.144
270 H 1.214 4.664 -4.287  C259 1.079
271 H 2.525 5.401 -2.359  C260 1.051
272 H 2.804 6.592 -3.659  C260 1.084
273 H 4.710 5.646 -2.251  N261 1.001
274 H 5.320 6.633 -4.377  C262 1.111
275 H 5.180 4.987 -5.095  C262 1.085
276 H 7.363 5.183 -4.551  C263 1.131
277 H 6.532 4.055 -3.377  C263 1.105
278 H 8.334 6.022 -1.084  C265 1.066
279 H 8.979 5.342 -2.434  C265 1.050
280 H 7.816 4.348 -1.437  C265 1.124
281 C -0.106 1.859 4.887  O282 1.435, H290 1.130, H291 1.118, H292 1.130
282 O -0.244 1.372 3.543  C281 1.435, C283 1.433
283 C -0.994 2.164 2.615  O282 1.433, C284 1.489, H293 1.137, H294 1.091
284 C -0.746 1.700 1.222  C283 1.489, N285 1.445, H295 1.108, H296 1.076
285 N 0.614 1.993 0.834  C284 1.445, C286 1.446, H297 0.996
286 C 0.889 1.963 -0.586  N285 1.446, C287 1.536, H298 1.076, H299 1.144
287 C 0.265 0.761 -1.310  C286 1.536, O288 1.412, H300 1.145, H301 1.065
288 O 1.012 -0.350 -0.861  C287 1.412, C289 1.393
289 C 0.741 -1.519 -1.570  O288 1.393, H302 1.084, H303 1.104, H304 1.092
290 H -0.017 2.979 5.009  C281 1.130
291 H 0.813 1.508 5.418  C281 1.118
292 H -0.867 1.497 5.638  C281 1.130
293 H -0.706 3.263 2.659  C283 1.137
294 H -2.071 2.158 2.793  C283 1.091
295 H -1.360 2.329 0.547  C284 1.108
296 H -1.034 0.673 1.082  C284 1.076
297 H 1.193 1.324 1.291  N285 0.996
298 H 1.959 2.006 -0.690  C286 1.076
299 H 0.411 2.876 -1.084  C286 1.144
300 H 0.468 0.924 -2.425  C287 1.145
301 H -0.780 0.605 -1.179  C287 1.065
302 H 1.530 -2.246 -1.415  C289 1.084
303 H 0.588 -1.317 -2.645  C289 1.104
304 H -0.174 -2.027 -1.256  C289 1.092
305 C -4.563 4.549 -0.752  O306 1.402, H314 1.122, H315 1.130, H316 1.117
306 O -4.583 5.150 0.515  C305 1.402, C307 1.396
307 C -3.679 6.209 0.625  O306 1.396, C308 1.555, H317 1.052, H318 1.116
308 C -2.320 5.657 1.143  C307 1.555, N309 1.511, H319 1.085, H320 1.092
309 N -2.252 5.431 2.636  C308 1.511, C310 1.479, H321 0.985
310 C -2.230 6.694 3.405  N309 1.479, C311 1.534, H322 1.113, H323 1.104
311 C -2.561 6.571 4.898  C310 1.534, O312 1.437, H324 1.107, H325 1.094
312 O -3.971 6.297 4.914  C311 1.437, C313 1.450
313 C -4.595 6.340 6.222  O312 1.450, H326 1.089, H327 1.095, H328 1.114
314 H -5.619 4.176 -0.838  C305 1.122
315 H -3.878 3.657 -0.859  C305 1.130
316 H -4.469 5.301 -1.572  C305 1.117
317 H -4.069 6.946 1.266  C307 1.052
318 H -3.430 6.567 -0.402  C307 1.116
319 H -1.540 6.369 0.892  C308 1.085
320 H -2.116 4.701 0.656  C308 1.092
321 H -2.908 4.815 3.039  N309 0.985
322 H -2.877 7.417 2.859  C310 1.113
323 H -1.205 7.101 3.338  C310 1.104
324 H -2.306 7.501 5.442  C311 1.107
325 H -2.014 5.751 5.371  C311 1.094
326 H -4.132 5.655 6.931  C313 1.089
327 H -5.646 6.075 6.073  C313 1.095
328 H -4.664 7.337 6.715  C313 1.114